Record 1
C29H48Cl2GdN3O4SiTe as an isolated structure at a distorted geometry, computed with ωB97M-V with the def2-TZVPD basis set.

Geometry (Å):
C -5.035 0.631 -6.088
C -5.709 -0.687 -6.321
H -4.602 0.995 -7.028
H -4.252 0.528 -5.327
H -5.730 1.410 -5.733
C -6.242 -1.049 -7.501
C -6.178 -0.274 -8.771
H -6.836 -1.961 -7.560
H -5.161 0.082 -8.993
H -6.850 0.598 -8.781
H -6.503 -0.922 -9.598
Gd -0.717 -0.041 -0.495
Cl -3.469 0.477 -0.586
C -2.405 -2.373 0.628
O -1.228 -2.174 0.195
N -2.967 -3.563 0.702
C -2.231 -4.743 0.274
C -4.389 -3.676 1.021
H -3.049 -1.531 0.928
H -1.181 -4.615 0.542
H -2.308 -4.882 -0.814
H -2.666 -5.600 0.790
H -4.674 -2.781 1.589
H -4.547 -4.577 1.619
H -5.010 -3.716 0.114
H 2.878 -2.426 3.153
H 2.747 -0.013 4.729
C 3.190 -1.710 2.384
C 3.159 0.355 3.778
N 2.627 -0.390 2.647
H 2.889 -2.075 1.405
C 1.530 0.081 2.067
O 1.081 -0.322 0.961
H 2.891 1.413 3.666
H 1.020 0.882 2.631
H 4.274 -1.611 2.441
H 4.245 0.249 3.784
H 1.983 2.052 -4.431
H -0.621 0.294 -4.582
C 2.392 1.029 -4.506
C 0.271 -0.235 -4.956
N 1.429 0.008 -4.086
H 3.290 0.955 -3.883
C 1.440 -0.414 -2.825
O 0.450 -0.958 -2.247
H 0.064 -1.311 -4.997
H 2.361 -0.223 -2.252
H 2.672 0.827 -5.541
H 0.534 0.130 -5.951
O -4.401 -1.866 -4.718
C -5.746 -1.628 -5.120
C -6.047 -3.904 -6.181
C -6.535 -2.908 -5.337
H -5.042 -3.791 -6.606
C -6.881 -4.983 -6.511
H -6.249 -1.064 -4.323
C -7.798 -3.020 -4.734
H -6.487 -5.755 -7.184
C -8.180 -5.040 -5.996
C -8.641 -4.074 -5.096
H -8.104 -2.250 -4.024
H -8.837 -5.861 -6.305
H -9.648 -4.136 -4.671
Si -3.544 -2.968 -3.800
Cl -0.455 2.056 -2.019
C -2.717 -4.212 -4.958
C -4.726 -3.825 -2.626
C -2.250 -2.024 -2.893
H -3.455 -4.874 -5.445
H -2.010 -4.835 -4.377
H -2.147 -3.685 -5.743
H -1.719 -1.357 -3.576
H -1.531 -2.687 -2.408
H -2.740 -1.388 -2.150
H -5.601 -4.247 -3.147
H -5.100 -3.098 -1.891
H -4.231 -4.649 -2.088
Te -2.063 1.903 1.618
C -0.610 3.002 2.582
C 0.604 3.437 2.005
C 1.465 4.232 2.780
C 1.124 4.595 4.091
C -0.072 4.135 4.663
C -0.937 3.320 3.933
H 0.846 3.142 0.984
H 2.414 4.576 2.366
H 1.790 5.233 4.681
H -0.310 4.416 5.690
H -1.839 2.900 4.380

Cartesian forces, eV/Å:
C 0.33 0.14 -0.03
C -0.41 -0.78 -0.65
H 0.03 0.03 0.29
H -0.10 0.09 -0.25
H 0.05 -0.33 -0.09
C -0.08 0.07 0.88
C -0.12 0.24 -0.62
H 0.36 0.09 0.10
H -0.28 -0.05 0.06
H 0.20 -0.15 0.08
H 0.19 0.26 0.13
Gd -1.65 1.98 0.64
Cl -0.18 -0.88 -0.55
C 0.89 0.52 -0.41
O -1.61 -1.04 0.90
N -0.03 -0.12 -0.19
C -0.08 0.03 -0.10
C -0.05 0.29 0.03
H 0.22 -0.15 -0.01
H -0.15 -0.10 -0.06
H 0.02 -0.01 0.28
H 0.18 -0.02 -0.12
H -0.04 -0.34 -0.08
H -0.04 0.19 -0.01
H 0.29 -0.12 0.29
H -0.07 0.15 -0.06
H 0.22 0.04 -0.16
C 0.20 0.30 -0.07
C -0.26 0.09 0.43
N -0.30 -0.17 0.14
H -0.02 0.12 0.04
C -0.61 -0.16 -1.28
O 0.92 0.03 1.51
H 0.14 -0.27 0.09
H 0.18 -0.01 -0.41
H 0.02 -0.18 -0.18
H -0.11 0.10 0.04
H -0.02 -0.54 0.08
H 0.37 -0.09 -0.10
C 0.18 -0.10 -0.08
C -0.07 0.11 0.32
N 0.04 0.10 0.38
H -0.21 0.07 -0.11
C -1.53 -0.08 0.56
O 2.33 -0.08 -1.60
H 0.05 0.26 0.02
H -0.13 0.05 -0.29
H 0.05 0.09 0.08
H -0.14 -0.10 0.15
O 0.37 -0.09 -0.04
C -0.05 0.00 0.42
C -0.50 -0.21 -0.06
C -0.09 0.49 0.21
H -0.50 -0.11 0.11
C 0.42 0.32 0.13
H 0.10 -0.12 0.15
C 0.28 -0.24 -0.65
H -0.38 0.26 0.27
C -0.03 -0.27 -0.11
C 0.22 0.06 0.11
H -0.07 -0.20 -0.22
H 0.23 0.32 0.19
H 0.39 -0.06 -0.20
Si -0.76 0.03 -0.77
Cl 0.46 0.23 -0.40
C -0.01 -0.08 0.11
C -0.15 -0.27 0.10
C -0.12 0.14 -0.10
H 0.36 0.21 0.21
H -0.25 0.18 -0.30
H -0.20 -0.20 0.28
H -0.04 -0.19 0.11
H 0.04 0.05 -0.01
H -0.02 -0.03 0.02
H 0.36 0.12 0.13
H 0.09 -0.10 -0.15
H -0.15 0.22 -0.09
Te -0.05 -0.59 -0.54
C 0.57 0.23 1.24
C -0.46 0.17 1.08
C -0.13 -0.13 0.07
C -0.05 -0.10 -0.12
C 0.05 -0.05 -0.13
C 1.16 0.39 -0.66
H -0.04 0.21 0.15
H -0.23 -0.05 0.04
H -0.22 -0.26 -0.29
H 0.03 -0.09 -0.22
H 0.21 0.23 -0.13

Values from the calculation:
Energy relative to the best compared isomer or geometry (same formula, charge and spin) ... 0.0 kJ/mol
HOMO-LUMO gap (alpha / beta) ... 5.461 / 6.346 eV
Multiplicity ... 8

Here are the Löwdin charges for atoms 1 to 2, given in e:
1 C -0.033
2 C -0.224

---

Record 2
C29H48FeNOP2 as an isolated structure at a distorted geometry, computed with ωB97M-V with the def2-TZVPD basis set.

Geometry (Å):
Fe -0.269 -1.967 1.426
C 0.257 -3.807 2.187
C -0.816 -3.169 2.937
C -1.501 -3.375 0.706
C -0.192 -3.979 0.836
C -1.928 -2.944 2.029
C 1.499 -4.406 2.761
H 1.828 -3.855 3.652
H 2.296 -4.392 2.006
H 1.320 -5.453 3.056
C 0.384 -4.905 -0.178
H 1.333 -5.335 0.154
H 0.558 -4.395 -1.133
H -0.311 -5.741 -0.369
C -2.296 -3.335 -0.548
H -2.902 -4.246 -0.697
H -1.612 -3.245 -1.402
H -2.966 -2.466 -0.548
C -3.307 -2.521 2.400
H -3.957 -3.387 2.603
H -3.757 -1.949 1.580
H -3.290 -1.900 3.303
C -0.827 -2.956 4.409
H -1.258 -3.829 4.927
H -1.427 -2.078 4.683
H 0.189 -2.806 4.796
C 1.397 -1.187 0.531
C 1.663 -1.328 1.920
C 1.528 -0.225 2.937
C 0.197 0.567 2.825
C -0.934 -0.223 2.230
C -1.258 -0.262 0.840
C -0.444 0.413 -0.235
C 1.075 0.141 -0.123
H 2.373 0.481 2.891
H 0.371 1.509 2.286
H 1.585 -0.693 3.931
H 1.578 0.962 0.409
H 1.856 -1.918 -0.153
H 2.360 -2.118 2.218
H 1.504 0.132 -1.135
H -0.798 0.039 -1.209
H -2.315 -0.408 0.587
H -0.619 1.502 -0.265
H -0.102 0.847 3.844
H -1.754 -0.398 2.937
P -0.807 4.773 -1.317
P -3.557 5.295 -2.131
C -1.118 6.578 -1.737
C -2.394 6.698 -2.574
H -0.252 6.969 -2.290
H -1.211 7.139 -0.794
H -2.908 7.653 -2.387
H -2.178 6.626 -3.652
C -4.814 5.665 -3.420
H -5.698 5.052 -3.215
H -4.411 5.398 -4.403
H -5.085 6.727 -3.405
C -4.383 6.178 -0.730
H -4.592 7.216 -1.022
H -3.753 6.161 0.169
H -5.325 5.658 -0.515
C 0.646 4.552 -2.426
H 1.127 3.592 -2.201
H 1.356 5.376 -2.275
H 0.306 4.547 -3.470
C 0.025 5.030 0.299
H -0.725 5.324 1.044
H 0.791 5.812 0.215
H 0.487 4.085 0.615
O 3.101 -3.760 -0.962
N 4.121 -3.707 -1.785
C 3.929 -3.436 -3.113
C 5.017 -3.361 -3.968
C 6.312 -3.545 -3.482
C 6.486 -3.826 -2.122
C 5.382 -3.908 -1.294
H 2.900 -3.285 -3.435
H 4.843 -3.120 -5.014
H 7.170 -3.468 -4.155
H 7.457 -3.997 -1.672
H 5.443 -4.086 -0.220

Cartesian forces, eV/Å:
Fe 2.20 2.60 -1.07
C -1.36 -1.68 -0.03
C -1.07 -1.60 -0.58
C -0.94 -1.05 1.63
C -0.51 -0.93 1.17
C -0.36 -2.95 0.08
C 0.15 0.02 -0.01
H 0.03 -0.19 -0.22
H -0.06 -0.05 0.31
H 0.06 0.36 -0.08
C 0.33 0.09 -0.52
H -0.16 0.17 -0.10
H 0.06 -0.21 0.10
H 0.15 0.36 0.15
C -0.11 0.10 -0.41
H 0.22 0.32 0.14
H -0.30 -0.02 0.08
H 0.04 -0.25 -0.12
C -0.01 0.38 -0.01
H 0.30 0.24 -0.10
H -0.10 -0.05 0.24
H -0.18 -0.08 -0.15
C 0.08 0.34 0.36
H 0.14 0.27 -0.22
H 0.12 -0.22 0.01
H -0.27 -0.04 -0.03
C 2.90 0.49 1.08
C 2.07 0.91 -2.36
C -0.40 -0.11 0.41
C 0.60 0.18 0.38
C -1.86 2.04 -1.60
C -0.91 2.21 2.01
C 0.14 -0.27 -0.59
C -0.17 0.22 -0.08
H -0.10 -0.31 -0.19
H -0.19 -0.31 -0.04
H -0.02 0.15 -0.23
H -0.15 -0.27 -0.01
H -0.41 -0.04 0.54
H -0.63 -0.04 -0.19
H -0.12 -0.01 0.32
H 0.08 0.10 0.29
H 0.44 -0.35 0.12
H -0.15 -0.25 0.20
H 0.07 0.03 -0.30
H 0.27 -0.27 -0.46
P 0.66 0.27 0.19
P -0.76 0.81 -0.59
C -0.02 -0.18 0.05
C -0.19 -0.35 -0.05
H -0.15 0.00 0.33
H 0.01 -0.17 -0.27
H 0.15 -0.20 -0.24
H -0.02 0.02 0.32
C -0.18 0.07 0.08
H 0.06 0.16 -0.19
H -0.15 0.04 0.14
H -0.08 -0.18 -0.14
C -0.05 -0.23 0.03
H -0.02 -0.22 0.19
H -0.18 0.04 -0.14
H 0.18 0.18 0.11
C 0.15 -0.10 0.14
H 0.01 0.19 -0.18
H 0.00 -0.26 -0.13
H 0.13 -0.03 0.25
C 0.34 0.05 0.00
H 0.21 -0.07 -0.14
H -0.04 -0.16 0.24
H -0.02 0.23 0.06
O 0.76 0.17 -0.72
N -1.95 -0.22 1.73
C 0.37 0.69 -3.62
C -2.48 0.24 0.68
C 1.43 0.06 -1.10
C -1.42 -0.40 2.28
C 3.58 -0.25 0.59
H 0.35 -0.10 0.20
H -0.04 -0.12 0.24
H -0.37 -0.06 0.32
H -0.09 0.07 -0.14
H -0.07 -0.01 -0.43

Values from the calculation:
Charge ... +1
Energy relative to the best compared isomer or geometry (same formula, charge and spin) ... 0.0 kJ/mol
HOMO-LUMO gap (alpha / beta) ... 5.580 / 4.077 eV
Multiplicity ... 7

Here are the Löwdin charges for atoms 1 to 2, given in e:
1 Fe 0.659
2 C -0.265